<one>
The following is a DFT calculation (the ωB97M-V functional and the def2-TZVPD basis) of a cluster of 3 separate species, C3H12NO2S in total.

Last column: natural (NBO) charge in e.
Positions of all 19 atoms, in Å:
C 1.155 -1.771 0.973  -0.413
N 0.412 -0.723 0.307  -0.669
C 0.804 0.613 0.475  -0.199
C 0.054 1.498 -0.490  -0.508
S 1.222 1.485 -2.059  -0.763
H 1.355 -2.664 0.410  0.191
H 0.440 -2.058 1.762  0.183
H 2.059 -1.345 1.417  0.180
H 0.363 -0.913 -0.752  0.383
H 0.335 0.778 1.584  0.068
H 1.834 1.101 0.552  0.201
H -0.262 2.535 -0.054  0.185
H -0.908 1.014 -0.893  0.191
H -0.748 0.144 2.325  0.478
H -1.560 0.905 3.246  0.453
O -1.219 -0.022 3.277  -0.956
H -1.866 -0.208 -4.788  0.457
H -1.463 0.113 -3.379  0.496
O -2.007 -0.481 -3.913  -0.957

HOMO energy (hartree): -0.109
Charge: -1
2S+1: 1
Orbital gap (eV): 6.6



<two>
The following is a DFT calculation (the ωB97M-V functional and the def2-TZVPD basis) of a cluster of 4 separate species, C3H12NO2S in total.

Last column: natural (NBO) charge in e.
Positions of all 19 atoms, in Å:
C 1.121 -0.937 0.182  -0.681
C -0.256 -0.894 0.966  -0.256
C -1.447 -0.307 0.253  -0.574
S -1.660 1.491 0.374  -0.099
N -0.506 -3.463 0.928  -1.034
H 1.556 -1.981 0.154  0.244
H 1.887 -0.201 0.490  0.272
H 0.976 -0.685 -0.972  0.305
H -0.302 -0.336 1.844  0.212
H -1.299 -0.546 -0.812  0.238
H -2.408 -0.729 0.577  0.220
H -0.428 -2.066 1.046  0.329
H -1.017 -3.689 0.151  0.337
H -0.332 -4.240 1.536  0.358
H 3.238 0.701 -2.433  0.415
O 2.434 0.534 -1.999  -1.198
H 0.375 2.097 -0.334  0.453
H 1.718 1.654 -1.113  0.507
O 1.272 2.370 -0.628  -1.048

HOMO energy (hartree): -0.142
Charge: -1
2S+1: 1
Orbital gap (eV): 3.4



<three>
The following is a DFT calculation (the ωB97M-V functional and the def2-TZVPD basis) of a cluster of 3 separate species, C3H12NO2S in total.

Last column: natural (NBO) charge in e.
Positions of all 19 atoms, in Å:
C 2.470 -0.262 -0.345  -0.406
N 1.048 -0.221 -0.066  -0.653
C 0.472 1.145 -0.303  -0.223
C -1.027 1.194 0.006  -0.554
S -1.548 2.843 0.440  -0.687
H 3.008 -1.036 0.210  0.192
H 2.685 -0.428 -1.401  0.188
H 2.950 0.671 -0.003  0.168
H 0.956 -0.450 0.915  0.357
H 0.673 1.361 -1.353  0.180
H 1.006 1.856 0.333  0.181
H -1.555 0.878 -0.907  0.176
H -1.216 0.406 0.736  0.161
H -0.098 -1.216 -0.747  0.498
H -1.591 -1.764 -1.084  0.464
O -0.655 -1.981 -1.139  -1.035
H -0.117 -4.763 0.901  0.460
H 0.140 -3.292 0.541  0.501
O 0.496 -4.044 1.034  -0.968

HOMO energy (hartree): -0.095
Charge: -1
2S+1: 1
Orbital gap (eV): 5.9



Most stable: <three>



<one>
The following is a DFT calculation (the ωB97M-V functional and the def2-TZVPD basis) of a cluster of 2 separate species, H5NO2P2 in total.

Last column: natural (NBO) charge in e.
Positions of all 10 atoms, in Å:
N 2.031 0.644 -0.225  -1.103
O -1.433 1.632 0.102  -1.002
O -1.928 -0.865 -0.139  -1.056
P -0.569 -1.774 0.258  0.500
P -2.614 0.551 -0.026  1.156
H 2.440 0.078 0.505  0.359
H 2.856 0.995 -0.653  0.361
H -0.805 1.451 0.832  0.510
H 1.352 0.102 -0.857  0.381
H -1.330 -2.813 0.204  -0.106

HOMO energy (alpha / beta) (hartree): -0.264 / -0.303
2S+1: 1
Orbital gap (alpha / beta) (eV): 6.1 / 8.1



<two>
The following is a DFT calculation (the ωB97M-V functional and the def2-TZVPD basis) of a structure of composition H5NO2P2.

Last column: natural (NBO) charge in e.
Positions of all 10 atoms, in Å:
N -1.247 1.296 -0.069  -1.139
O -1.937 -0.870 0.732  -0.979
O 0.782 -0.654 0.522  -1.148
P 2.207 -0.225 -0.024  0.697
P -1.086 -0.281 -0.508  1.502
H -0.511 1.755 -0.521  0.391
H -1.230 1.420 0.882  0.401
H -1.514 -1.735 0.896  0.512
H 1.987 0.604 -1.117  -0.128
H 2.550 -1.308 -0.794  -0.108

HOMO energy (hartree): -0.295
2S+1: 1
Orbital gap (eV): 8.4



Most stable: <two>



<one>
The following is a DFT calculation (the ωB97M-V functional and the def2-TZVPD basis) of a cluster of 2 separate species, CH2FNOS in total.

Last column: natural (NBO) charge in e.
Positions of all 7 atoms, in Å:
C -0.057 0.759 -0.377  -0.432
N -1.001 -1.122 1.335  -0.049
O 1.692 1.725 -1.783  -0.887
F 0.160 -1.766 1.626  -0.230
S 1.417 0.539 -0.957  1.109
H -0.830 1.499 -0.376  0.206
H -1.381 -1.634 0.531  0.283

HOMO energy (alpha / beta) (hartree): -0.374 / -0.363
2S+1: 1
Orbital gap (alpha / beta) (eV): 9.3 / 8.4



<two>
The following is a DFT calculation (the ωB97M-V functional and the def2-TZVPD basis) of the molecule CH2FNOS.

Last column: natural (NBO) charge in e.
Positions of all 7 atoms, in Å:
C -0.316 -0.781 -0.612  0.490
N 0.375 0.308 -0.168  -0.227
O -1.075 -1.381 0.089  -0.533
F 0.898 1.194 -1.099  -0.213
S -0.308 1.208 1.099  0.188
H 0.060 -1.267 -1.630  0.144
H 0.366 0.718 2.321  0.151

HOMO energy (hartree): -0.371
SMILES string: O=CN(F)S
2S+1: 1
Orbital gap (eV): 10.5



Most stable: <two>



<one>
The following is a DFT calculation (the ωB97M-V functional and the def2-TZVPD basis) of a structure of composition C2H3I3O.

Last column: natural (NBO) charge in e.
Positions of all 9 atoms, in Å:
C 0.526 1.379 0.950  -0.421
C -0.482 0.544 0.899  -0.426
O -0.194 -1.732 -1.809  -0.943
I 2.160 1.019 2.193  0.153
I -0.893 -0.895 2.336  0.230
I -2.019 0.885 -0.427  0.222
H -0.294 -1.236 -2.643  0.474
H 0.606 2.270 0.369  0.241
H 0.590 -2.234 -1.869  0.470

HOMO energy (hartree): -0.325
2S+1: 1
Orbital gap (eV): 8.9



<two>
The following is a DFT calculation (the ωB97M-V functional and the def2-TZVPD basis) of a cluster of 2 separate species, C2H3I3O in total.

Last column: natural (NBO) charge in e.
Positions of all 9 atoms, in Å:
C -0.116 -0.394 0.532  0.075
C 0.153 0.474 1.497  -0.437
O -1.457 -0.767 0.338  -0.701
I -1.902 4.994 -0.461  0.001
I -1.360 1.553 2.439  0.138
I -3.572 4.917 1.654  0.004
H 0.809 -0.793 0.078  0.197
H 1.204 0.866 1.587  0.233
H -1.747 -0.727 -0.577  0.490

HOMO energy (hartree): -0.324
SMILES string: O/C=C\I.II
2S+1: 1
Orbital gap (eV): 7.0



Most stable: <two>



<one>
The following is a DFT calculation (the ωB97M-V functional and the def2-TZVPD basis) of the molecule CH4OP2.

Last column: natural (NBO) charge in e.
Positions of all 8 atoms, in Å:
C 1.383 0.416 -0.291  -0.938
O -2.779 -1.415 0.203  -1.026
P -1.665 -0.497 0.435  1.156
P 0.061 -0.836 -0.736  0.132
H 2.099 0.012 0.382  0.230
H 1.158 1.437 0.033  0.239
H 1.979 0.339 -1.239  0.237
H -2.236 0.543 1.213  -0.031

HOMO energy (hartree): -0.313
SMILES string: CP=[PH]=O
2S+1: 1
Orbital gap (eV): 7.9



<two>
The following is a DFT calculation (the ωB97M-V functional and the def2-TZVPD basis) of a cluster of 2 separate species, CH4OP2 in total.

Last column: natural (NBO) charge in e.
Positions of all 8 atoms, in Å:
C -0.171 0.414 -0.062  -0.644
O 0.839 -0.918 -3.346  -0.991
P 1.228 -1.204 -1.930  1.025
P -0.524 -1.906 -0.867  0.011
H -1.055 0.821 0.446  0.232
H 0.051 0.956 -0.986  0.199
H 0.732 0.314 0.346  0.182
H 0.308 -2.205 0.329  -0.014

HOMO energy (hartree): -0.324
2S+1: 1
Orbital gap (eV): 7.8



Most stable: <one>



<one>
The following is a DFT calculation (the ωB97M-V functional and the def2-TZVPD basis) of a structure of composition C16H48O8S8.

Last column: Mulliken charge in e.
Positions of all 80 atoms, in Å:
C 12.128 19.690 -17.639  -1.046
S 12.466 18.526 -19.052  0.213
O 12.826 19.346 -20.349  -0.612
C 14.070 17.904 -18.478  0.569
H 11.082 19.995 -17.651  0.423
H 12.684 20.626 -17.708  0.307
H 12.268 19.255 -16.649  0.325
H 14.359 17.176 -19.236  -1.126
H 14.011 17.383 -17.522  1.535
H 14.721 18.773 -18.390  -0.415
C 16.460 14.219 -12.830  -1.131
S 16.666 14.898 -14.513  0.892
O 15.471 14.535 -15.344  -0.882
C 16.621 16.790 -14.282  0.060
H 15.629 14.651 -12.272  0.361
H 17.329 14.195 -12.173  0.374
H 16.153 13.178 -12.932  0.404
H 17.442 17.160 -13.668  0.533
H 15.679 17.086 -13.820  0.588
H 16.716 17.307 -15.238  -1.261
C 20.962 14.487 -17.062  -0.911
S 19.653 14.243 -15.804  0.462
O 20.028 15.307 -14.756  -0.641
C 18.357 15.093 -16.844  -0.653
H 21.836 13.859 -16.891  0.363
H 21.304 15.521 -17.083  0.285
H 20.617 14.228 -18.063  0.305
H 18.591 16.142 -17.025  0.699
H 17.332 15.036 -16.479  -0.643
H 18.285 14.555 -17.789  0.448
C 15.815 15.906 -17.080  -0.470
S 14.917 15.706 -18.634  0.458
O 15.443 16.650 -19.682  -0.429
C 15.376 13.952 -19.121  -0.084
H 15.976 16.967 -16.886  -0.348
H 16.790 15.478 -17.314  0.270
H 15.371 15.515 -16.165  0.056
H 15.042 13.774 -20.143  0.897
H 14.983 13.106 -18.556  -2.030
H 16.452 13.796 -19.043  0.569
C 16.521 17.752 -20.623  -0.765
S 15.859 19.408 -19.991  0.894
O 17.117 20.305 -19.982  -0.838
C 14.649 19.872 -21.303  -0.988
H 16.892 17.097 -19.835  0.447
H 17.352 17.782 -21.328  0.457
H 15.690 17.135 -20.965  0.391
H 14.144 20.826 -21.149  0.307
H 13.889 19.090 -21.294  0.438
H 15.214 19.728 -22.224  0.391
C 15.343 11.935 -19.375  -0.230
S 15.562 10.214 -20.045  0.415
O 16.902 10.409 -20.724  -0.681
C 14.258 10.285 -21.303  -0.949
H 15.629 12.656 -20.141  0.316
H 16.083 12.128 -18.598  -0.306
H 14.326 12.016 -18.989  0.534
H 14.450 9.497 -22.031  0.403
H 14.318 11.233 -21.838  0.256
H 13.263 10.087 -20.906  0.327
C 13.328 13.521 -15.368  -0.553
S 14.055 12.270 -16.515  0.215
O 13.666 12.622 -17.960  -0.537
C 15.839 12.735 -16.511  -0.514
H 13.579 13.461 -14.309  0.332
H 12.281 13.249 -15.498  0.488
H 13.623 14.482 -15.790  -0.138
H 15.920 13.777 -16.821  0.379
H 16.303 12.037 -17.207  0.642
H 16.311 12.660 -15.531  0.613
C 15.500 18.466 -16.039  -0.711
S 17.304 18.394 -16.391  -0.496
O 17.794 16.959 -16.190  0.092
C 17.120 18.704 -18.144  -0.908
H 15.071 17.736 -16.725  -0.223
H 15.119 19.462 -16.262  0.566
H 15.336 18.217 -14.990  0.322
H 18.106 18.920 -18.556  0.704
H 16.500 19.588 -18.288  0.424
H 16.739 17.801 -18.621  -0.234

HOMO energy (hartree): -0.292
2S+1: 1
Orbital gap (eV): 7.8



<two>
The following is a DFT calculation (the ωB97M-V functional and the def2-TZVPD basis) of a cluster of 8 separate species, C16H48O8S8 in total.

Last column: Mulliken charge in e.
Positions of all 80 atoms, in Å:
C 19.857 -14.058 -8.943  -1.021
S 19.347 -12.235 -8.753  0.734
O 19.068 -12.281 -7.259  -0.763
C 21.016 -11.519 -8.945  -0.774
H 20.484 -14.516 -8.178  0.392
H 20.403 -14.122 -9.884  0.359
H 18.905 -14.588 -8.908  0.241
H 21.382 -11.251 -7.954  0.393
H 20.972 -10.703 -9.666  0.083
H 21.709 -12.330 -9.170  0.329
C 16.306 -9.441 -11.934  -0.409
S 17.798 -10.519 -12.388  0.419
O 18.758 -9.955 -11.341  -0.493
C 17.070 -12.165 -11.877  -1.015
H 15.680 -9.520 -12.822  0.355
H 16.623 -8.424 -11.700  0.089
H 15.612 -9.920 -11.243  -0.004
H 17.793 -12.882 -11.489  0.423
H 16.320 -12.561 -12.561  0.364
H 16.485 -12.066 -10.963  0.278
C 21.638 -7.594 -12.185  -0.705
S 22.936 -8.319 -11.050  0.544
O 23.306 -9.614 -11.758  -0.639
C 24.193 -7.066 -11.494  -0.948
H 21.007 -6.824 -11.742  0.204
H 20.979 -8.441 -12.376  0.162
H 21.970 -7.209 -13.150  0.406
H 24.214 -6.981 -12.581  0.268
H 25.185 -7.325 -11.126  0.349
H 24.046 -6.114 -10.983  0.339
C 16.537 -5.337 -15.206  -1.003
S 15.073 -6.109 -14.347  0.483
O 15.521 -6.210 -12.894  -0.531
C 13.984 -4.627 -14.320  -0.909
H 16.796 -4.420 -14.679  0.308
H 16.277 -5.231 -16.260  0.412
H 17.362 -6.045 -15.128  0.328
H 14.159 -4.079 -13.394  0.285
H 12.934 -4.912 -14.245  0.313
H 14.310 -4.060 -15.191  0.341
C 14.103 -15.617 -15.039  -0.634
S 15.803 -16.445 -15.115  0.494
O 15.902 -16.378 -16.599  -0.644
C 16.842 -14.973 -14.723  -0.522
H 13.990 -15.375 -13.983  0.071
H 13.599 -16.544 -15.313  0.305
H 13.951 -14.799 -15.742  0.306
H 16.445 -14.522 -13.814  -0.130
H 16.952 -14.272 -15.550  0.394
H 17.887 -15.280 -14.771  0.378
C 17.983 -5.594 -10.672  -0.957
S 19.090 -5.939 -9.216  0.504
O 20.506 -6.122 -9.699  -0.570
C 19.017 -4.265 -8.419  -1.025
H 17.904 -6.365 -11.439  0.158
H 18.406 -4.701 -11.132  0.425
H 16.972 -5.420 -10.304  0.448
H 19.826 -4.403 -7.701  0.336
H 18.070 -4.022 -7.937  0.365
H 19.332 -3.414 -9.024  0.312
C 12.587 -11.146 -9.924  -0.949
S 11.405 -11.471 -8.595  0.466
O 11.476 -12.938 -8.188  -0.587
C 9.902 -11.319 -9.784  -0.895
H 12.304 -10.343 -10.605  0.448
H 12.871 -11.946 -10.608  0.281
H 13.554 -10.862 -9.509  0.317
H 8.948 -11.193 -9.271  0.330
H 9.878 -12.328 -10.195  0.291
H 10.015 -10.590 -10.585  0.295
C 15.247 -17.292 -9.568  -1.107
S 15.207 -16.087 -11.027  0.561
O 16.530 -15.301 -11.048  -0.562
C 14.038 -14.813 -10.306  -0.924
H 14.240 -17.599 -9.287  0.371
H 15.845 -16.992 -8.707  0.306
H 15.683 -18.240 -9.883  0.368
H 13.652 -14.326 -11.201  0.225
H 14.660 -14.055 -9.829  0.268
H 13.360 -15.258 -9.577  0.494

HOMO energy (hartree): -0.301
2S+1: 1
Orbital gap (eV): 8.2



Most stable: <two>